DFT (ωB97M-V with the def2-TZVPD basis set) results for a molecular structure, C27H19MnN4O5PSbSe4 at a distorted geometry.

Values from the calculation:
HOMO (spin up / spin down), eV: -5.2150 / -4.6123
LUMO level (spin up / spin down), eV: 1.4 / -0.2
Energy above the lowest of the compared OMol25 structures with the same formula, charge and spin, eV: 10.119
Kohn-Sham gap (spin up / spin down), hartree: 0.2415 / 0.1634

The geometry in ORCA input format:
```
! wB97M-V def2-TZVPD RIJCOSX def2/J DEFGRID3
* xyz -1 4
Mn 0.55 0.40 0.54
O 0.33 5.28 0.88
C 0.04 4.02 0.70
O 0.57 3.28 -0.13
C -0.95 3.48 1.68
C -1.13 4.05 2.94
C -1.89 3.35 3.87
C -2.41 2.11 3.54
C -2.09 1.57 2.30
N -1.39 2.25 1.39
C -2.23 0.10 1.96
O -3.22 -0.56 2.14
O -1.11 -0.38 1.50
H 1.19 5.56 0.49
H -0.59 4.96 3.22
H -1.96 3.73 4.88
H -2.96 1.52 4.25
Se 4.39 2.17 4.12
Sb 2.13 2.72 3.49
Se 1.30 1.33 1.90
Se 2.50 5.09 3.16
Se 0.98 3.05 5.59
O -0.56 0.54 -0.76
P -0.42 -0.93 -0.87
C -1.75 -2.02 -0.37
C -1.46 -3.27 0.17
C -2.50 -4.10 0.53
C -3.81 -3.68 0.35
C -4.09 -2.44 -0.20
C -3.06 -1.60 -0.57
C 1.08 -1.40 -0.06
C 1.24 -1.43 1.34
C 2.55 -1.49 1.90
C 3.66 -1.45 1.09
C 3.49 -1.52 -0.30
C 2.23 -1.50 -0.86
C -0.21 -1.30 -2.62
C 0.06 -0.24 -3.48
C 0.28 -0.49 -4.82
C 0.21 -1.79 -5.29
C -0.08 -2.84 -4.43
C -0.29 -2.60 -3.08
H -0.43 -3.58 0.33
H -2.28 -5.06 0.96
H -4.61 -4.33 0.65
H -5.11 -2.12 -0.34
H -3.26 -0.62 -1.00
H 0.42 -1.75 2.01
H 2.64 -1.47 2.98
H 4.64 -1.38 1.53
H 4.35 -1.54 -0.95
H 2.11 -1.50 -1.94
H 0.10 0.78 -3.12
H 0.52 0.33 -5.48
H 0.39 -1.99 -6.33
H -0.14 -3.86 -4.80
H -0.52 -3.42 -2.40
N 2.58 1.70 -5.12
C 2.71 1.82 -3.98
N 2.88 1.94 -2.71
C 2.35 1.50 -1.70
N 2.03 1.05 -0.66
*
```

DFT (ωB97M-V with the def2-TZVPD basis set) results for a single C4H6N2O2 molecule at a distorted geometry.

Values from the calculation:
HOMO, eV: -10.1418
LUMO level, eV: 0.9
SMILES string: O=CN1C[C@@H]1/C=N/O
Energy above the lowest of the compared OMol25 structures with the same formula, charge and spin, eV: 4.364
Kohn-Sham gap, hartree: 0.4068

The geometry in ORCA input format:
```
! wB97M-V def2-TZVPD RIJCOSX def2/J DEFGRID3
* xyz 0 1
C -0.37 1.13 -0.59
C 0.12 0.03 0.37
C -0.67 -1.19 0.64
C 1.68 -1.77 0.11
H -1.29 3.77 -0.73
H -0.44 1.03 -1.66
H 0.77 0.32 1.07
H -0.50 -1.83 1.52
H -1.63 -1.34 0.23
H 2.42 -1.53 -0.61
N -0.89 2.18 -0.07
N 0.51 -1.19 -0.27
O -1.55 2.92 -1.06
O 1.83 -2.52 1.07
*
```

DFT (ωB97M-V with the def2-TZVPD basis set) results for a molecular structure, C2H2FO2Tl at a distorted geometry.

Values from the calculation:
HOMO, eV: -9.0266
LUMO level, eV: -0.2
Energy above the lowest of the compared OMol25 structures with the same formula, charge and spin, eV: 0.000
Kohn-Sham gap, hartree: 0.3246

The geometry in ORCA input format:
```
! wB97M-V def2-TZVPD RIJCOSX def2/J DEFGRID3
* xyz 0 1
H 0.99 0.00 1.28
O 0.32 -1.44 -0.15
C 0.70 -0.27 0.19
C -0.40 0.80 0.14
O -1.53 0.48 -0.22
F 1.75 0.31 -0.65
H -0.11 1.87 0.23
Tl -1.73 -1.75 -0.83
*
```

DFT (ωB97M-V with the def2-TZVPD basis set) results for a molecular structure, C7H4NO5Pm at a distorted geometry.

Values from the calculation:
HOMO (spin up / spin down), eV: -17.1260 / -17.0934
LUMO level (spin up / spin down), eV: -9.8 / -9.6
Energy above the lowest of the compared OMol25 structures with the same formula, charge and spin, eV: 0.447
Kohn-Sham gap (spin up / spin down), hartree: 0.2691 / 0.2746

The geometry in ORCA input format:
```
! wB97M-V def2-TZVPD RIJCOSX def2/J DEFGRID3
* xyz 2 5
O -4.67 3.61 -3.04
C -4.03 2.70 -2.89
Pm -0.89 0.19 -1.49
C 0.55 -1.80 -1.44
O 1.05 -2.79 -1.16
C 1.19 1.45 -0.09
O 1.93 1.89 0.67
C -1.89 0.14 0.64
O -2.31 0.01 1.70
C 0.70 1.06 -3.04
O 1.21 1.56 -3.95
H -1.19 2.20 -1.17
C 1.59 -1.93 2.92
C 1.00 -1.25 1.82
N 0.53 -0.72 0.91
H 1.25 -1.44 3.88
H 2.71 -1.87 2.83
H 1.26 -3.01 2.91
*
```

DFT (ωB97M-V with the def2-TZVPD basis set) results for a single C5H8N2S2 molecule at a distorted geometry.

Values from the calculation:
HOMO (spin up / spin down), eV: -7.6734 / -7.8182
LUMO level (spin up / spin down), eV: -0.8 / -0.5
Energy above the lowest of the compared OMol25 structures with the same formula, charge and spin, eV: 5.251
Kohn-Sham gap (spin up / spin down), hartree: 0.2525 / 0.2707

The geometry in ORCA input format:
```
! wB97M-V def2-TZVPD RIJCOSX def2/J DEFGRID3
* xyz 0 1
C -0.51 -0.26 -0.67
C 0.94 1.65 -0.06
C -1.64 -0.92 -0.25
C 2.04 1.01 0.17
C -0.32 1.14 -0.73
N -4.12 -1.06 0.58
N 3.70 -0.89 0.81
S 2.69 -0.32 -0.56
S -3.07 0.00 0.01
H 0.41 -0.74 -0.74
H 0.74 2.69 0.24
H -1.68 -1.90 0.12
H -0.35 1.55 -1.72
H -1.21 1.62 -0.17
H -4.95 -0.61 0.97
H 3.13 -1.26 1.51
H 4.20 -1.71 0.51
*
```

DFT (ωB97M-V with the def2-TZVPD basis set) results for 2 unconnected molecules or ions with the total composition C2H4FI at a distorted geometry.

Values from the calculation:
HOMO (spin up / spin down), eV: -9.0258 / -8.3923
LUMO level (spin up / spin down), eV: -0.1 / 0.0
Energy above the lowest of the compared OMol25 structures with the same formula, charge and spin, eV: 3.830
Kohn-Sham gap (spin up / spin down), hartree: 0.3296 / 0.3082

The geometry in ORCA input format:
```
! wB97M-V def2-TZVPD RIJCOSX def2/J DEFGRID3
* xyz 0 1
C -0.53 -0.27 -0.44
C 1.70 0.86 0.42
F 1.54 2.02 -0.13
I 3.35 -0.24 -0.06
H -0.82 0.05 -1.36
H -0.41 -1.31 -0.42
H -1.21 0.00 0.25
H 1.54 0.89 1.46
*
```

DFT (ωB97M-V with the def2-TZVPD basis set) results for a molecular structure, C30H41Cl2N2OP3PbS at a distorted geometry.

Values from the calculation:
HOMO (spin up / spin down), eV: -11.8745 / -11.8810
LUMO level (spin up / spin down), eV: -7.6 / -7.6
Kohn-Sham gap (spin up / spin down), hartree: 0.1564 / 0.1566

The geometry in ORCA input format:
```
! wB97M-V def2-TZVPD RIJCOSX def2/J DEFGRID3
* xyz 2 1
P 1.24 1.34 -1.89
C 3.00 1.53 -2.07
C 3.59 0.96 -3.21
H 2.99 0.32 -3.86
C 4.92 1.27 -3.50
H 5.36 0.85 -4.40
C 5.64 2.11 -2.65
H 6.67 2.35 -2.89
C 5.06 2.63 -1.48
H 5.63 3.28 -0.82
C 3.73 2.34 -1.17
H 3.26 2.73 -0.26
C 0.62 -0.12 -2.69
C 1.20 -1.38 -2.43
H 2.05 -1.47 -1.75
C 0.68 -2.50 -3.08
H 1.11 -3.48 -2.87
C -0.35 -2.35 -4.00
H -0.74 -3.23 -4.53
C -0.91 -1.10 -4.27
H -1.69 -0.98 -5.01
C -0.45 0.03 -3.60
H -0.85 1.02 -3.81
C 0.31 2.83 -2.15
C 0.66 3.51 -3.33
H 1.45 3.10 -3.96
C -0.03 4.67 -3.67
H 0.24 5.18 -4.59
C -1.03 5.16 -2.82
H -1.56 6.07 -3.10
C -1.35 4.49 -1.63
H -2.13 4.88 -0.97
C -0.68 3.32 -1.27
H -0.89 2.83 -0.32
Pb 0.21 0.42 2.67
C -1.80 -1.07 2.29
C -2.20 -1.22 1.00
H -2.27 -1.49 3.18
C -1.42 -0.63 -0.13
O -2.19 0.42 -0.73
H -1.65 0.99 -1.32
C -0.18 -0.05 0.40
H -1.02 -1.36 -0.86
C 0.84 0.80 0.63
Cl -0.36 -0.96 5.03
Cl 2.53 1.44 3.36
P 1.47 -2.31 2.56
C 2.35 -2.87 4.06
H 1.61 -3.22 4.79
H 2.87 -2.00 4.48
H 3.06 -3.66 3.80
C 0.50 -3.80 2.09
H 0.05 -3.64 1.11
H -0.30 -3.92 2.83
H 1.14 -4.69 2.08
C 2.81 -2.33 1.31
H 3.31 -1.35 1.34
H 2.39 -2.48 0.30
H 3.53 -3.13 1.55
P -3.75 -1.98 0.42
C -4.37 -3.03 1.70
C -3.29 -2.89 -1.05
H -4.51 -2.46 2.63
H -3.68 -3.87 1.89
H -5.34 -3.43 1.38
H -2.94 -2.21 -1.84
H -4.17 -3.44 -1.41
H -2.49 -3.60 -0.82
C -4.88 -0.65 0.03
H -5.02 -0.01 0.91
H -5.85 -1.08 -0.27
H -4.47 -0.05 -0.79
H 1.81 1.20 1.05
N 0.01 2.45 5.47
C -1.20 2.32 4.89
N -2.23 2.04 5.73
S -1.44 2.56 3.21
H 0.09 2.32 6.48
H 0.85 2.49 4.92
H -3.12 1.87 5.23
H -2.05 1.36 6.46
*
```

DFT (ωB97M-V with the def2-TZVPD basis set) results for a molecular structure, C28H78CaF3N6O12P at a distorted geometry.

Values from the calculation:
HOMO, eV: -16.5223
LUMO level, eV: -9.5
Energy above the lowest of the compared OMol25 structures with the same formula, charge and spin, eV: 1.999
Kohn-Sham gap, hartree: 0.2570

The geometry in ORCA input format:
```
! wB97M-V def2-TZVPD RIJCOSX def2/J DEFGRID3
* xyz 4 1
Ca -1.72 1.20 2.59
P -0.90 -0.11 0.25
O -0.09 0.19 1.56
O -0.95 -1.64 -0.05
O -0.25 0.73 -0.85
O -2.32 0.46 0.63
C -2.95 3.09 -4.06
C -2.50 3.39 -2.63
C -3.36 4.49 -2.05
O -2.96 4.66 -0.69
C -3.76 5.66 0.01
N -2.62 2.20 -1.75
H -3.42 1.58 -1.92
H -1.80 1.55 -1.65
H -2.55 2.39 -0.73
H -3.99 2.78 -4.13
H -2.31 2.27 -4.43
H -2.77 3.87 -4.80
H -1.44 3.64 -2.63
H -4.42 4.19 -2.08
H -3.26 5.45 -2.54
H -3.37 6.60 -0.37
H -3.62 5.58 1.09
H -4.80 5.55 -0.28
C -5.42 -3.50 0.13
C -4.80 -2.14 0.35
C -5.67 -1.28 1.29
O -5.43 -1.73 2.61
C -6.24 -0.98 3.56
N -3.47 -2.26 1.10
H -2.89 -3.04 0.79
H -2.86 -1.48 0.82
H -3.77 -2.24 2.08
H -5.66 -4.07 1.03
H -5.01 -4.08 -0.69
H -6.41 -3.33 -0.31
H -4.56 -1.54 -0.52
H -6.71 -1.37 0.99
H -5.32 -0.24 1.27
H -7.21 -0.70 3.16
H -5.60 -0.11 3.74
H -6.30 -1.51 4.50
C 3.29 3.35 2.38
C 3.28 2.53 1.11
C 4.25 1.39 1.25
O 3.98 0.30 0.36
C 5.06 -0.28 -0.35
N 1.90 2.06 0.78
H 1.30 2.87 0.58
H 1.93 1.61 -0.13
H 1.38 1.43 1.41
H 4.29 3.79 2.51
H 3.04 2.85 3.32
H 2.60 4.20 2.49
H 3.60 3.23 0.34
H 4.21 0.93 2.24
H 5.28 1.74 1.13
H 5.79 0.43 -0.75
H 4.75 -0.87 -1.21
H 5.55 -0.95 0.36
C 1.03 0.45 -4.89
C 2.23 0.58 -3.97
C 2.60 2.05 -3.77
O 3.59 2.17 -2.76
C 4.40 3.36 -2.99
N 1.92 0.12 -2.53
H 1.03 0.46 -2.09
H 1.91 -0.90 -2.46
H 2.72 0.37 -1.93
H 0.96 -0.55 -5.32
H 1.16 1.16 -5.71
H 0.12 0.82 -4.41
H 3.08 -0.04 -4.25
H 1.70 2.63 -3.54
H 2.90 2.46 -4.73
H 4.86 3.62 -2.03
H 3.75 4.17 -3.29
H 5.25 3.09 -3.62
C 3.14 -2.28 3.08
C 2.19 -2.67 1.97
C 2.32 -4.15 1.55
O 1.62 -4.85 2.54
C 1.42 -6.24 2.21
N 0.72 -2.42 2.27
H 0.19 -2.60 1.40
H 0.36 -2.99 3.04
H 0.46 -1.44 2.48
H 2.76 -2.46 4.08
H 3.54 -1.28 2.95
H 4.06 -2.87 3.00
H 2.37 -1.97 1.15
H 3.37 -4.43 1.49
H 1.85 -4.25 0.56
H 2.29 -6.76 1.83
H 0.63 -6.27 1.45
H 1.03 -6.74 3.10
C -2.12 -1.66 -3.18
C -1.94 -3.16 -3.13
C -1.45 -3.72 -4.46
O -0.31 -3.05 -4.90
C 0.13 -3.53 -6.17
N -0.77 -3.40 -2.14
H 0.12 -3.21 -2.60
H -0.86 -2.72 -1.33
H -0.73 -4.39 -1.89
H -2.88 -1.48 -3.94
H -1.24 -1.03 -3.28
H -2.59 -1.23 -2.29
H -2.89 -3.58 -2.81
H -2.28 -3.59 -5.18
H -1.36 -4.81 -4.53
H 0.53 -4.55 -6.12
H 1.01 -2.93 -6.41
H -0.59 -3.41 -6.98
C 0.62 1.62 5.22
O 1.49 2.75 5.28
O -0.46 1.95 4.53
C 1.41 0.41 4.67
F 0.72 -0.74 4.95
F 1.59 0.47 3.32
F 2.63 0.17 5.19
C 2.35 2.84 6.41
C 3.58 3.66 5.97
H 4.21 4.02 6.78
H 4.24 3.04 5.35
H 3.24 4.44 5.29
H 2.75 1.89 6.78
H 1.87 3.38 7.22
H 0.45 1.35 6.28
*
```

For the records above, the corresponding total energy values read -12973.69328, -415.88025, -500.20798, -1307.69907, -1100.99310, -475.99746, -3887.31267, -3662.49126 hartree.